(1)
Computed, not measured: a cluster of 10 separate species, C28H65N2O13S9 in total at a distorted geometry, with wB97M-V/def2-TZVPD.

The net charge is +1. The lowest unoccupied orbital energy is -5.37 eV.

```
117
Properties=species:S:1:pos:R:3:lowdin_charge:R:1
C 1.19089 6.81220 0.20456 0.002
C 1.53524 5.41992 -0.50064 -0.341
O 2.56973 4.81355 -0.09881 0.089
N 0.72769 4.73908 -1.55166 0.038
C -0.70909 4.71156 -1.17843 -0.337
C -1.21472 3.55907 -0.16840 0.035
O -1.55162 5.55943 -1.60908 0.021
C 0.88111 5.33972 -2.88064 -0.046
C 1.25178 6.80203 -3.19897 0.108
N 1.34388 7.33285 -4.55839 0.059
C 1.09238 6.52576 -5.72074 0.030
C 0.72130 5.00696 -5.56235 0.091
C 0.61561 4.39619 -4.11587 0.075
C 0.24821 2.85670 -3.94598 -0.360
O 1.10422 2.12943 -3.36829 0.104
O -0.95474 2.23853 -4.36333 0.073
H 0.24008 7.31477 -0.18602 0.071
H 1.19502 6.66319 1.34673 0.122
H 2.07776 7.52503 -0.00839 0.108
H -1.52753 2.61663 -0.75735 0.087
H -2.06086 3.92537 0.51129 0.108
H -0.31829 3.30459 0.51925 0.104
H 1.47386 7.54377 -2.36713 0.133
H 1.56801 8.33438 -4.72026 0.173
H 1.16360 6.96345 -6.78418 0.150
H 0.51244 4.35617 -6.47938 0.132
H -1.74261 2.69274 -3.98050 0.140
C -2.94832 7.25516 0.47222 -0.266
S -2.14354 8.53448 1.45932 0.784
O -1.51816 7.86237 2.63924 -0.558
C -3.66398 9.32470 2.02844 -0.265
H -2.17726 6.61323 0.04664 -0.006
H -3.61015 6.65705 1.10156 0.068
H -3.51670 7.71938 -0.33581 0.062
H -4.28167 8.60110 2.56339 0.062
H -4.21002 9.72405 1.17168 0.054
H -3.39837 10.14160 2.70018 0.053
C 2.77176 -2.35267 -6.13506 -0.270
S 1.09388 -1.70506 -6.29764 0.812
O 0.73196 -1.75551 -7.74579 -0.552
C 1.51260 0.00730 -5.90427 -0.282
H 2.75540 -3.41613 -6.37667 0.052
H 3.44056 -1.83511 -6.82519 0.058
H 3.11647 -2.22154 -5.10763 0.050
H 2.25916 0.37968 -6.60890 0.059
H 1.89788 0.06395 -4.88457 0.043
H 0.60756 0.61081 -5.98213 0.033
C -1.25223 -0.48864 1.62164 -0.262
S -2.40086 -0.60662 0.23613 0.811
O -2.97137 0.76241 0.01297 -0.592
C -3.65056 -1.57982 1.09835 -0.256
H -0.40012 0.11992 1.31237 0.036
H -1.74328 -0.01581 2.47442 0.055
H -0.90165 -1.48411 1.89461 0.008
H -3.99530 -1.04208 1.98399 0.064
H -3.22698 -2.54349 1.38502 0.041
H -4.49032 -1.74158 0.42340 0.015
C -5.54982 -3.36330 -2.46074 -0.269
S -6.58375 -3.88922 -1.07659 0.827
O -5.93086 -3.40720 0.17851 -0.557
C -6.22500 -5.65240 -1.22993 -0.268
H -5.59296 -2.27539 -2.52923 0.050
H -4.51668 -3.67480 -2.29491 0.057
H -5.92986 -3.79823 -3.38690 0.052
H -5.15041 -5.82303 -1.14003 0.053
H -6.58343 -6.01469 -2.19536 0.053
H -6.74432 -6.18125 -0.43015 0.051
C 0.92828 -5.34389 1.18206 -0.250
S 0.37252 -3.62950 1.09227 0.806
O -1.12505 -3.64437 1.06429 -0.563
C 0.94259 -3.33236 -0.59547 -0.252
H 0.64005 -5.75017 2.15215 0.059
H 0.45925 -5.93105 0.39111 0.036
H 2.01468 -5.38196 1.08426 0.065
H 0.47298 -4.04331 -1.27811 0.058
H 2.02869 -3.43429 -0.63592 0.042
H 0.66354 -2.31676 -0.88097 0.046
C 4.13594 0.98307 1.89644 -0.252
S 2.95116 -0.16287 1.16228 0.804
O 2.69170 -1.24409 2.16418 -0.570
C 4.07911 -0.83364 -0.07903 -0.258
H 3.65009 1.49195 2.73025 0.027
H 5.00678 0.43588 2.26289 0.061
H 4.44087 1.72063 1.15175 0.056
H 4.95374 -1.26880 0.40836 0.063
H 4.38610 -0.03776 -0.76030 0.054
H 3.55455 -1.60738 -0.64050 0.027
C 2.68846 -3.23714 4.48121 -0.282
S 4.12887 -4.01489 5.24151 0.804
O 4.15998 -5.43898 4.78980 -0.558
C 3.48734 -3.99652 6.93015 -0.277
H 2.85477 -3.17951 3.40561 0.015
H 1.79464 -3.83293 4.67790 0.060
H 2.56355 -2.22902 4.87999 0.044
H 2.54482 -4.54536 6.97650 0.057
H 3.33697 -2.96411 7.25181 0.047
H 4.21815 -4.47535 7.58273 0.048
C -0.06084 1.23181 5.52702 -0.259
S 0.82739 2.62825 4.80568 0.816
O 1.14461 2.27310 3.38776 -0.580
C 2.33939 2.41073 5.76880 -0.267
H -1.03350 1.15310 5.03958 0.047
H 0.50014 0.30912 5.36645 0.055
H -0.20568 1.40316 6.59517 0.056
H 2.75261 1.41530 5.59384 0.055
H 2.11837 2.54442 6.82934 0.055
H 3.06180 3.16409 5.45265 0.051
C -1.54915 -8.40911 -0.90465 -0.276
S -0.68620 -9.35752 0.36728 0.818
O 0.48297 -8.54286 0.81771 -0.557
C -0.05884 -10.63720 -0.74177 -0.270
H -1.99199 -7.52839 -0.43682 0.046
H -0.84543 -8.09337 -1.67729 0.056
H -2.33988 -9.02048 -1.34327 0.051
H 0.55312 -10.18475 -1.52439 0.057
H -0.89696 -11.17773 -1.18576 0.053
H 0.55025 -11.32980 -0.16016 0.052
```

(2)
Computed, not measured: a cluster of 7 separate species, C28H65N2O27P7 in total at a distorted geometry, with wB97M-V/def2-TZVPD.

The structure (SMILES) is Cc1cc([PH2]=O)c2c(c1)C(=O)N(CN)C2=O.COP(=O)(OC)OC.COP(=O)(OC)OC.COP(=O)(OC)OC.COP(=O)(OC)OC.COP(=O)(OC)OC.COP(=O)(OC)OC. The lowest unoccupied orbital energy is -1.55 eV.

```
129
Properties=species:S:1:pos:R:3:lowdin_charge:R:1
C 1.68060 -3.81922 2.04634 -0.109
C 0.35550 -2.89793 2.41219 -0.140
C 0.46521 -1.56545 3.41077 0.034
C -0.93628 -0.72450 3.76656 -0.210
P -1.02103 0.79826 4.92306 0.765
O 0.36826 1.60229 4.77617 -0.551
C -2.30619 -1.29831 3.07324 -0.018
C -2.46040 -2.57596 2.05749 -0.011
C -1.08054 -3.39415 1.71984 0.058
C -4.02038 -2.78808 1.59990 -0.222
O -4.58357 -3.39590 0.55305 0.001
N -4.74762 -2.01191 2.71807 -0.034
C -5.09985 -3.04415 3.76772 -0.229
N -4.29970 -2.94684 5.04922 -0.008
C -3.87697 -0.83782 3.16244 -0.209
O -4.38842 0.34798 3.50466 -0.027
H 1.58737 -4.11661 0.91593 0.080
H 2.66258 -3.22406 2.30530 0.089
H 1.64997 -4.81820 2.68670 0.095
H 1.49994 -1.22178 3.89643 0.118
H -1.32845 0.49726 6.30034 0.018
H -2.03499 1.71313 4.38734 0.022
H -1.14124 -4.33871 1.00488 0.106
H -6.23246 -3.07406 4.06562 0.137
H -4.85457 -4.10328 3.29372 0.139
H -4.90631 -2.90944 5.90334 0.082
H -3.73946 -3.84607 5.10703 0.090
C -3.82973 6.67496 -0.59595 -0.120
O -3.93282 5.27842 -0.42604 -0.211
P -3.78091 4.68871 1.06501 0.446
O -3.96825 5.67206 2.17793 -0.254
O -2.34452 3.95687 1.03360 -0.223
C -1.21464 4.74835 0.73512 -0.109
O -4.80770 3.44831 1.06701 -0.205
C -5.03182 2.81313 2.30808 -0.126
H -3.35686 6.87720 -1.56135 0.094
H -4.83100 7.11397 -0.59121 0.094
H -3.22302 7.13881 0.18741 0.069
H -1.30391 5.74725 1.17070 0.080
H -1.10482 4.82802 -0.35023 0.094
H -0.32519 4.26369 1.14446 0.097
H -5.75901 3.38904 2.88575 0.095
H -4.10164 2.71791 2.87519 0.062
H -5.43600 1.81453 2.12404 0.079
C -0.00772 -4.50665 -3.40598 -0.119
O 0.97627 -4.01101 -4.28686 -0.212
P 2.28206 -3.32076 -3.64458 0.442
O 2.54553 -3.63583 -2.20514 -0.256
O 2.07972 -1.75587 -3.97620 -0.219
C 0.92660 -1.12345 -3.46385 -0.111
O 3.45257 -3.74798 -4.66454 -0.213
C 4.77400 -3.42961 -4.28192 -0.111
H -0.99080 -4.37251 -3.86648 0.095
H 0.16351 -5.57312 -3.23687 0.090
H -0.00250 -3.97867 -2.44779 0.074
H 0.67444 -1.50328 -2.47004 0.085
H 0.08827 -1.29111 -4.14612 0.092
H 1.11401 -0.04945 -3.39344 0.094
H 5.14069 -4.18163 -3.57894 0.092
H 4.82264 -2.43882 -3.82160 0.090
H 5.40888 -3.43631 -5.17148 0.090
C 7.13418 -5.22246 -8.93803 -0.120
O 8.31913 -4.64398 -9.43913 -0.214
P 8.86464 -3.30773 -8.72436 0.441
O 8.32822 -3.03533 -7.35369 -0.252
O 8.57428 -2.15517 -9.81390 -0.220
C 7.23432 -1.95137 -10.20776 -0.113
O 10.46319 -3.48031 -8.81239 -0.212
C 11.24238 -2.53278 -8.11312 -0.117
H 6.57889 -5.66281 -9.77124 0.093
H 7.39082 -6.01077 -8.22528 0.094
H 6.49224 -4.48289 -8.45033 0.077
H 6.54884 -2.08636 -9.36669 0.086
H 6.98071 -2.65440 -11.00640 0.092
H 7.12860 -0.93281 -10.58846 0.093
H 11.29156 -2.80991 -7.05720 0.091
H 10.82254 -1.52787 -8.21212 0.089
H 12.25362 -2.53450 -8.52764 0.092
C -0.36511 9.43573 0.97317 -0.116
O 0.50771 9.92064 -0.02326 -0.212
P 1.54939 8.88304 -0.68078 0.443
O 1.22807 7.43237 -0.49915 -0.251
O 2.97137 9.34894 -0.08022 -0.219
C 3.12613 9.32870 1.32256 -0.111
O 1.63383 9.37951 -2.21026 -0.212
C 2.35395 8.55754 -3.10453 -0.117
H -0.53939 10.23049 1.70426 0.095
H -1.31815 9.15887 0.51453 0.085
H 0.05300 8.57182 1.49829 0.078
H 2.60352 8.47728 1.76695 0.087
H 2.73708 10.26038 1.74328 0.092
H 4.18978 9.25219 1.55997 0.093
H 1.71889 7.72996 -3.43012 0.091
H 3.26047 8.16508 -2.63537 0.089
H 2.63762 9.15136 -3.97707 0.092
C -5.43148 6.02335 7.08031 -0.119
O -4.92567 4.74136 7.38114 -0.214
P -3.41148 4.63745 7.92009 0.442
O -2.82064 5.90466 8.45467 -0.247
O -2.61668 3.98237 6.67954 -0.236
C -2.62168 4.68589 5.45595 -0.113
O -3.48721 3.42021 8.97152 -0.216
C -2.33404 3.18375 9.75141 -0.120
H -6.11730 5.94003 6.23225 0.093
H -5.97966 6.40705 7.94493 0.092
H -4.63586 6.72429 6.81088 0.081
H -2.57477 5.76599 5.61932 0.091
H -3.52918 4.43652 4.89858 0.081
H -1.75257 4.38030 4.86873 0.090
H -2.31388 3.88136 10.59231 0.091
H -1.42489 3.29831 9.15455 0.089
H -2.37485 2.16260 10.13872 0.089
C -4.20772 -10.17097 -0.42495 -0.121
O -3.22373 -9.67533 -1.30583 -0.213
P -1.91794 -8.98508 -0.66356 0.441
O -1.65447 -9.30015 0.77588 -0.248
O -2.12028 -7.42019 -0.99518 -0.229
C -3.27340 -6.78777 -0.48282 -0.111
O -0.74743 -9.41230 -1.68351 -0.213
C 0.57400 -9.09393 -1.30090 -0.116
H -5.19080 -10.03683 -0.88545 0.093
H -4.03649 -11.23745 -0.25584 0.094
H -4.20250 -9.64299 0.53324 0.079
H -3.52556 -7.16760 0.51098 0.088
H -4.11173 -6.95543 -1.16509 0.097
H -3.08599 -5.71377 -0.41241 0.074
H 0.94069 -9.84595 -0.59791 0.092
H 0.62264 -8.10314 -0.84058 0.086
H 1.20888 -9.10063 -2.19045 0.093
```

Computed total energy (eV) in order:
-157186.00889, -153376.25428